DFT (ωB97M-V/def2-TZVPD) results for a 3-piece molecular cluster, C23H50FN4O10P2 overall at a distorted geometry.

```
90
Properties=species:S:1:pos:R:3:forces:R:3:mulliken_charge:R:1
H 2.0358 -0.3502 -7.2903 0.005 0.005 -0.013 0.421
H 1.6866 0.8677 -6.0473 0.080 -0.060 0.041 -0.047
O -2.0544 -0.2951 7.2796 -0.411 -0.341 0.121 -0.234
H 1.3566 1.2247 -7.7352 0.035 -0.010 -0.037 0.297
H 0.9149 -2.9821 8.8888 -0.031 -0.045 0.009 0.399
H 1.9098 0.1540 -0.7638 -0.059 0.023 0.006 0.135
H -4.0451 0.2984 7.2636 0.061 -0.019 -0.064 0.281
H 0.4269 -4.0725 1.8531 -0.154 -0.160 -0.220 0.419
C -3.4498 -2.8489 -1.0471 -0.155 0.323 0.381 -0.769
H 0.4116 -1.5333 8.0148 -0.006 -0.009 -0.047 0.268
O -1.9504 -2.7812 7.0900 -1.447 -0.484 -0.321 -0.265
H -1.2850 -1.5723 3.6456 -0.072 0.018 0.106 -0.006
N -0.1819 -3.0991 0.0640 -0.069 -0.315 -0.163 -0.038
C 3.7740 5.7206 -7.4393 -0.256 -0.132 0.131 -0.920
H -0.0408 0.4189 2.8497 -0.004 -0.006 0.005 0.303
O -0.6449 -1.3968 5.6125 -0.204 -0.313 0.315 -0.300
H 2.8924 5.0978 -7.5807 0.019 -0.045 -0.007 0.260
C 3.3686 5.7018 -3.3931 0.149 -0.066 -0.095 -0.975
C -3.9242 -1.4654 -0.5854 0.442 -0.106 -0.745 -0.877
H -3.1459 -4.5860 0.1606 0.036 0.031 0.108 0.452
H 1.4325 4.7784 -3.5306 -0.020 -0.043 -0.114 0.320
H 3.2121 6.4605 -4.1595 -0.073 0.027 0.040 0.187
C -0.2958 -1.2935 -1.6822 -0.085 -0.298 -0.611 -0.597
H -3.9960 -1.7900 8.6248 -0.041 0.019 0.007 0.270
H 2.6920 3.7061 -2.9187 0.016 -0.037 -0.058 0.240
C -3.3084 0.3159 0.8338 0.038 0.950 -0.681 0.377
H -4.3358 -3.4250 -1.3153 0.021 0.060 -0.082 0.488
H -2.8314 -1.0671 9.7263 -0.017 0.079 0.048 0.191
C 0.5349 -3.2498 1.1632 0.310 0.094 0.571 -0.052
H -3.9859 -0.8192 -1.4636 -0.332 0.078 0.118 0.268
H -0.5860 -2.1472 9.3289 0.013 -0.085 0.037 0.203
H -4.3320 -0.0413 2.6692 0.135 -0.194 0.075 0.327
H 3.1531 6.1352 -2.4162 -0.039 -0.007 -0.005 0.411
N 0.2354 -1.9178 -0.4841 0.059 0.438 -0.217 0.579
H 3.9533 6.2723 -8.3624 0.052 0.013 0.016 0.396
H -0.0731 -0.2261 -1.6324 -0.036 -0.038 0.306 0.515
C 0.2661 -1.8539 -2.9839 -0.092 0.499 -0.822 0.012
H -0.0804 -3.6076 6.6774 -0.079 0.242 -0.162 0.232
H -4.9050 -1.5339 -0.1113 0.125 0.153 0.222 0.544
H -3.3396 1.4244 2.6056 -0.077 -0.052 0.115 0.406
H 3.7718 1.2266 -8.2475 -0.015 0.099 0.001 0.309
C -0.3254 -1.0185 -4.1286 -0.684 0.183 0.882 -0.393
H -0.9607 -4.2626 8.0330 -0.198 0.054 -0.021 0.355
N 1.3984 -2.2718 1.3604 -0.099 0.150 0.000 -0.602
H 5.8688 5.5473 -7.0608 0.016 -0.049 0.202 0.343
H -0.9649 -4.9791 -0.0707 0.212 0.019 -0.170 0.540
H 4.1606 0.7007 -6.6186 -0.011 0.110 0.143 0.358
F -0.3493 -1.7220 -5.3030 0.375 0.003 -0.146 -0.324
H -2.6101 -3.1330 0.9747 0.042 0.083 -0.067 0.338
H 5.2070 4.1589 -7.8819 -0.173 -0.212 0.126 0.246
O -2.9394 -0.9153 0.3035 -0.412 -0.114 0.691 0.048
H -1.3666 -0.7797 -3.8776 -0.013 0.036 -0.138 0.265
H 2.3698 0.0938 0.8959 0.136 -0.176 0.001 0.268
C -3.2377 0.1342 7.9807 -0.272 0.141 0.197 -0.323
H -1.1613 -4.0026 -1.5491 0.156 -0.137 0.028 0.206
C 3.4473 1.2765 -7.2068 -0.097 -0.267 -0.137 -0.421
C -3.6623 -0.8449 9.0566 0.084 -0.178 -0.108 -0.954
C -1.2207 -3.9964 -0.4629 -0.407 0.368 0.495 -0.885
H 4.4241 5.4266 -3.4163 -0.006 0.000 0.033 0.277
C 2.0511 0.7170 -7.0651 -0.189 0.037 0.064 -0.716
N 1.8804 -0.3197 0.1207 -0.067 0.257 -0.117 -0.314
O 4.0580 1.9504 -4.5446 1.587 0.804 1.013 -0.770
H -1.3800 -1.3790 -1.6846 0.036 0.031 0.245 -0.595
H 0.7680 0.5675 4.4222 0.019 -0.023 -0.027 0.379
H -2.8834 -2.7285 -1.9736 0.067 -0.149 0.044 0.367
C -0.1503 0.2531 3.9253 0.031 0.085 0.086 -1.186
O -3.0496 -1.1704 5.1185 -1.362 -1.402 0.637 -0.653
H -0.0476 -2.8800 -3.1816 0.222 -0.090 0.262 0.273
P -2.1459 -1.4908 6.2299 3.446 2.259 -0.783 0.772
C 0.0532 -2.4412 8.4969 -0.043 0.296 -0.075 -0.940
H 3.5572 6.4307 -6.6413 0.069 0.056 -0.035 0.192
C 1.2004 -1.4505 0.3192 0.207 -0.126 0.266 0.641
O 4.9387 4.2625 -5.8164 0.948 -0.295 1.263 -0.303
C 2.4794 4.4988 -3.6421 -0.061 0.142 0.245 -0.260
H 0.4339 -1.8079 3.9449 0.005 -0.028 0.121 0.351
O -3.5202 1.2493 0.0982 0.036 -0.856 0.531 -0.582
C -0.6924 -3.3322 7.5341 0.273 -0.477 0.333 -0.189
H -4.4849 -0.4299 9.6385 0.012 0.037 -0.008 0.412
O 3.4726 2.6552 -6.8394 0.257 0.360 0.103 -0.247
H 0.2046 -0.0684 -4.2243 0.127 -0.115 -0.379 0.273
H 1.3504 -1.7458 -3.0466 0.034 -0.407 0.256 0.314
P 3.9284 3.1547 -5.3746 -3.129 -0.989 -2.746 0.857
H -0.9533 0.8898 4.2979 -0.067 -0.044 -0.072 0.317
H -2.5449 -0.1535 2.7928 -0.290 -0.159 0.029 -0.237
C 4.9959 4.8979 -7.1122 0.331 0.402 -0.381 -0.189
H -2.9891 1.0964 8.4238 0.132 -0.007 -0.064 0.336
C -3.3800 0.3714 2.3344 0.311 0.351 -0.521 -0.426
O 2.6099 3.9796 -4.9717 0.435 0.117 0.269 -0.248
C -2.6402 -3.6306 0.0072 -0.154 -0.538 -0.608 -0.405
C -0.4342 -1.2057 4.2238 0.304 0.169 -0.278 0.007
```
Positions in Å, forces in eV/Å.

The calculation puts the total energy at -72391.3963 eV. Its total charge is +1. As for the HOMO-LUMO gap: 9.7747 eV.



DFT (ωB97M-V/def2-TZVPD) results for C52H51Cl3CsGeN3O5PS4 as an isolated structure at a distorted geometry.

```
121
Properties=species:S:1:pos:R:3:forces:R:3:lowdin_spin:R:1
H 6.2567 -1.7074 -1.3351 -0.526 0.965 -0.063 0.000
H 8.1182 0.2580 -1.6330 -0.669 0.520 0.121 0.000
H -5.3676 -4.0794 4.1637 -0.191 0.176 0.005 0.031
C 5.0494 1.3718 -0.6039 0.295 0.213 -0.665 0.000
C -1.0886 1.4385 -1.5043 -0.697 -0.239 0.923 0.000
H -4.5057 1.5017 4.9347 0.349 -0.731 -0.197 0.000
C 6.0089 0.4088 -0.9316 -0.012 1.208 -0.079 0.000
H -2.4312 -7.0861 0.0783 -0.244 0.441 -0.048 0.009
H -3.1692 3.5585 3.4169 0.089 -0.122 0.104 0.000
C -2.6028 4.1823 5.4123 -0.484 1.280 0.497 0.000
H -2.8493 5.2522 5.1278 0.235 -1.073 0.389 0.000
H 3.8510 -2.1524 -1.4047 0.179 0.122 -0.107 0.000
O -3.2629 -0.0028 -1.3198 -0.939 0.205 0.647 0.000
O 1.5546 -2.1245 -1.2789 -0.194 1.080 -0.057 0.000
H -0.7739 -2.8287 -5.5692 0.160 -0.772 -0.223 0.000
C -2.0816 -1.7240 -7.5455 0.329 -0.491 0.490 0.000
H -3.1183 0.5103 -6.4067 -1.161 1.337 -1.081 0.000
C -2.7097 -0.0870 -5.6682 1.566 -2.397 0.645 0.000
H -3.1041 1.1615 -4.0267 -0.380 0.811 0.458 0.000
C 0.5855 1.0005 -3.2389 0.193 0.686 -1.331 0.000
H 3.7415 -2.8834 1.7143 1.618 0.213 -0.527 0.000
N 4.6975 4.1085 2.2216 -0.046 -0.200 0.043 0.000
O 2.8328 -1.4308 2.0338 -1.362 1.272 -0.546 0.000
H 0.0088 2.2423 5.2788 -0.593 0.014 0.244 0.000
C 1.8668 5.4351 -0.8857 -1.131 -0.820 0.627 0.000
H -3.1043 -1.8233 -7.8887 -0.044 0.090 -0.511 0.000
Ge -0.3661 -5.0898 5.7350 0.080 0.606 0.322 0.000
C -2.6248 0.2713 -4.3398 -0.004 -0.145 -0.324 0.000
H -5.8134 -4.4567 0.3855 -0.452 0.337 0.041 0.005
H -1.1608 1.8400 6.6060 0.150 -0.059 -0.228 0.000
C 0.0313 1.8607 -2.1386 0.218 -0.174 -0.978 0.000
C -4.1699 -5.7676 0.0932 -0.046 0.330 0.615 -0.010
N 5.9843 1.2725 3.8252 -0.343 -0.238 0.216 0.000
C -1.0839 3.3604 -0.0998 0.544 1.187 0.864 0.000
H 5.4377 2.3618 -0.3976 -0.359 0.159 0.240 0.000
C -3.6172 -0.4020 5.7260 -0.628 0.075 -0.654 0.000
C 2.3923 4.7022 -1.9681 0.932 2.753 0.324 0.000
C -4.9944 -4.9487 0.8656 1.198 -1.044 0.248 0.123
C 0.7371 0.7745 -6.9891 -0.779 0.615 -0.147 0.000
C 0.0175 1.8749 -7.3981 0.276 -0.584 1.160 0.000
C -0.7755 1.5343 5.6209 0.210 0.102 -0.730 0.000
H 0.6718 0.1780 6.4495 -0.297 -0.447 -0.732 0.000
H -4.3806 -5.9335 -0.9420 -0.138 0.111 -0.532 -0.004
H -6.3786 -3.4668 2.6925 0.110 -0.209 0.157 0.032
H -0.6697 3.2313 -4.3407 -0.319 -0.187 -0.190 0.000
C -0.0887 0.1627 5.6386 0.146 0.654 0.004 0.000
C 1.3254 -0.1300 -2.9761 -0.571 1.315 1.503 0.000
C -3.6260 -5.5453 2.7973 -0.534 0.765 1.069 0.113
C -2.8068 -6.2796 2.0063 -0.014 0.062 -0.446 -0.006
Cl -1.4861 -3.5555 4.3323 0.039 -0.186 0.098 0.002
C 0.7182 5.0461 -0.2484 0.454 -0.299 -1.152 0.000
H 1.1251 0.1008 -7.7277 0.355 -0.290 -0.198 0.000
H -3.4383 3.8146 6.0486 0.470 0.214 -0.483 0.000
H -1.7017 4.2284 6.0489 -0.348 -0.125 -0.292 0.000
C 7.4337 0.9040 -1.0398 0.354 -0.352 0.851 0.000
C -0.3889 2.4928 -5.0897 0.801 -0.167 1.277 0.000
C 0.3478 1.3646 -4.6484 0.646 -1.037 1.170 0.000
C -4.7420 -4.8471 2.2709 -0.614 0.223 -0.586 0.049
C -3.0623 -6.4024 0.6554 -0.080 -0.655 -0.599 0.138
C 1.6541 -0.6492 -5.2345 0.054 0.249 0.777 0.000
C 1.8770 -0.9624 -3.9291 0.395 -0.197 -0.887 0.000
C 3.0354 -5.2819 0.6365 -0.002 0.114 0.253 0.000
S -1.8448 -0.1838 -1.6532 0.373 -0.546 -1.011 0.000
H 2.4966 -1.7868 -3.5948 -0.163 -0.126 -0.149 0.000
S 1.5548 -0.6061 -1.2385 0.095 -0.925 0.079 0.000
C 3.6936 1.1355 -0.7190 -0.431 0.318 0.140 0.000
H -1.5756 -2.6986 -7.5884 -0.355 0.127 -0.159 0.000
H -4.6074 -0.6189 6.1040 -0.285 -0.480 0.005 0.000
C 3.0268 2.0640 2.4155 0.786 -0.234 0.449 0.000
C -1.6213 2.1658 -0.4174 -0.380 0.234 -0.261 0.000
S 2.7471 -0.5459 3.4098 0.557 0.209 0.110 0.000
H 2.9924 1.9496 -0.5232 0.100 -0.322 -0.005 0.000
C -1.3745 -2.0184 -5.2280 0.652 -0.182 1.234 0.000
C 4.2107 -1.1325 -1.2851 -0.970 -0.357 0.252 0.000
H -0.6446 -2.2094 -3.2460 0.531 -0.668 0.784 0.000
H -0.9755 3.6468 -6.7502 -0.315 -0.010 0.083 0.000
H -0.1003 2.1340 -8.4288 -0.037 -0.045 -0.479 0.000
C -2.3787 3.3665 4.1537 0.506 0.156 -0.274 0.000
H -2.4637 1.8233 0.1529 -0.238 -0.422 -0.077 0.000
H 7.3714 1.9427 -1.4037 0.449 -0.506 -0.121 0.000
H 0.3205 5.5767 0.5983 -0.077 0.123 0.164 0.000
H 0.3190 -0.0267 4.6327 0.310 0.122 0.560 0.000
H -1.3001 0.1937 2.5400 -0.370 0.267 0.468 0.000
H -1.4688 -1.0577 -8.1347 -0.200 0.408 -0.493 0.000
H -1.4160 3.9736 0.7308 -0.478 -0.347 0.149 0.000
C 0.9117 0.4862 -5.6115 -0.490 0.575 -0.242 0.000
H -3.3707 -1.0510 4.8667 -0.246 0.266 0.350 0.000
H -0.8084 -0.6192 5.7786 -0.226 -0.622 0.498 0.000
C 0.6085 3.1065 -1.7806 0.556 1.141 -0.302 0.000
C -1.8932 -0.4899 -3.4418 0.602 -1.074 -0.086 0.000
H 2.0678 -1.2083 -6.0246 0.513 -0.836 -0.768 0.000
H -3.3776 -5.4390 3.8555 -0.264 -0.086 -0.325 0.003
Cl -1.8914 -6.8348 5.9086 -0.115 0.293 0.006 0.000
C -3.5867 1.0717 5.3887 0.156 1.673 0.044 0.000
C -1.2660 -1.6580 -3.8951 -0.875 1.441 -0.099 0.000
H -1.9570 -6.7470 2.4260 0.754 -0.490 0.457 -0.004
H -3.4860 1.7222 6.2767 -0.046 -0.602 0.107 0.000
H 3.2659 5.1366 -2.4613 -0.145 -0.439 0.076 0.000
C 3.2647 -0.1371 -1.0880 0.794 -0.063 -0.005 0.000
C -0.5412 2.7154 -6.4102 0.137 0.821 -1.120 0.000
C 1.7491 3.6589 -2.4523 -0.378 -3.109 -1.308 0.000
O -0.8482 -0.2826 1.8398 -0.600 -0.792 -0.401 0.000
H 2.1838 3.1329 -3.3279 -0.457 0.230 0.643 0.000
H 7.8760 0.9513 -0.0234 -0.159 0.046 -0.424 0.000
C 4.8892 1.0680 3.5121 1.515 0.091 -0.157 0.000
H 2.3501 6.2882 -0.5270 0.924 1.174 0.407 0.000
Cl -0.8721 -3.7151 7.6063 0.021 -0.512 -0.279 0.000
C -5.5943 -4.0971 3.1056 0.438 -0.047 -0.120 0.518
C 4.0197 3.1855 2.3453 -1.419 -0.090 -0.495 0.000
O 4.1048 -1.9189 1.6400 -0.487 -1.745 0.674 0.000
C -2.0786 -1.2809 -6.1175 -0.762 1.397 -0.179 0.000
H -0.1766 0.3235 1.5541 0.968 0.733 -0.168 0.000
C 5.5537 -0.8437 -1.2152 1.130 -2.137 -0.249 0.000
N 3.2024 -4.5410 1.5281 -0.116 0.210 -0.259 0.000
H -2.9348 -0.6296 6.5119 0.652 -0.223 0.542 0.000
Cs 0.3340 -2.8821 1.4664 0.040 -0.585 -0.069 0.000
C 3.5931 0.9357 2.9870 -0.782 0.069 0.362 0.000
H -1.4247 3.6985 3.6950 -0.455 -0.101 0.008 0.000
P -2.1416 1.5492 4.3414 0.335 -0.011 0.257 0.000
S 1.4378 2.2127 1.8726 0.162 0.551 -0.165 0.000
C 0.0597 3.8870 -0.7248 0.019 -1.207 -0.446 0.000
```
Positions in Å, forces in eV/Å.

The calculation puts the total energy at -216721.4608 eV. The expectation value of S² is 0.79. Its total charge is -2. As for the spin multiplicity: 2. As for the HOMO-LUMO gap (alpha / beta): 6.4870 / 6.7156 eV.



DFT (ωB97M-V/def2-TZVPD) results for a 2-piece molecular cluster, C4H8N4 overall at a distorted geometry.

```
16
Properties=species:S:1:pos:R:3:forces:R:3:nbo_charge:R:1
H -2.3808 0.4974 -1.0533 -3.228 1.781 -0.159 0.196
N -1.1509 -0.4608 0.0576 1.415 -0.036 1.551 -0.468
H -0.9019 0.0515 1.9912 1.879 -0.268 2.585 0.208
H 2.7148 -0.9910 0.0527 -0.862 -2.752 0.507 0.440
H 3.8123 0.2400 0.5781 -0.092 -0.848 -0.291 0.401
H -0.7766 0.6016 -1.7258 -0.589 -0.661 -0.145 0.227
N 3.0713 -0.1025 -0.0346 3.003 3.136 0.498 -0.841
C -1.5637 -0.0442 -1.2785 3.247 -1.567 0.658 -0.394
N 0.9453 -1.7831 0.1195 -0.414 -0.371 0.323 -0.504
H -2.5194 0.0905 1.3796 0.729 1.392 0.472 0.203
H -1.7543 -1.0252 -1.6862 -0.313 0.366 -1.410 0.215
H -1.2972 1.5224 0.8215 -0.287 -2.095 1.642 0.227
C 2.1300 0.7944 -0.1623 -1.632 0.076 -0.978 0.457
N 1.1511 1.3372 -0.4410 0.032 0.960 0.228 -0.466
C -0.0262 -1.1518 0.1525 0.067 -0.110 -0.687 0.491
C -1.4538 0.4237 1.2290 -2.953 0.997 -4.793 -0.392
```
Positions in Å, forces in eV/Å.

The calculation puts the total energy at -10235.8102 eV. Its energy above the lowest of the compared OMol25 structures with the same formula, charge and spin is 56.1 kcal/mol. Its total charge is 0. As for the HOMO-LUMO gap: 10.0366 eV.